1.
ORCA calculation (ωB97M-V/def2-TZVPD) on a 2-piece molecular cluster, C5H16N2O overall.

Geometry as XYZ:
```
24
Properties=species:S:1:pos:R:3
C 1.6115 1.7170 0.7174
C 1.5129 0.1932 1.0907
C 0.6634 -0.7263 0.2334
N 1.2320 -2.0909 0.1282
C -0.8264 -0.7186 0.5750
N -1.4184 0.4288 -0.1358
C -2.8607 0.4299 -0.3821
H 1.0360 2.4023 1.3577
H 2.5801 2.1780 0.6442
H 0.9577 1.8025 -0.1911
H 2.5823 -0.0332 0.9187
H 1.3675 0.1445 2.1793
H 0.6690 -0.3680 -0.8338
H 1.4896 -2.4488 1.0297
H 1.9565 -2.1863 -0.5576
H -1.2529 -1.6850 0.2131
H -1.1048 -0.7155 1.6572
H -1.2049 1.1930 0.5314
H -3.0603 1.2598 -1.0445
H -3.0103 -0.5186 -0.9655
H -3.5199 0.3680 0.4602
O 0.2663 -0.4383 -2.9043
H -0.0447 0.4696 -2.7849
H 0.3783 -0.6572 -1.9365
```

HOMO-LUMO gap   10.09 eV
Highest occupied orbital energy   -9.160 eV
Total energy   -384.785759 a.u.
M   120.20 g/mol
ΔE to the lowest compared entry with this formula, charge and spin   1.968 eV

2.
ORCA calculation (ωB97M-V/def2-TZVPD) on a 5-piece molecular cluster, C42H45F5N3O21PS2 overall.

Geometry as XYZ:
```
119
Properties=species:S:1:pos:R:3
C 2.9442 4.4973 5.0488
C 1.7970 4.6111 3.9867
O 1.7600 3.8002 2.8538
P 3.0864 3.4642 1.8138
C 1.7381 3.2007 0.4970
C 1.6158 1.7440 -0.0559
C 0.8124 1.7985 -1.4121
C 0.5606 0.3888 -2.0639
C 1.6884 -0.6657 -1.8102
C 3.0661 -0.3105 -2.4464
C 4.1696 -1.4458 -2.2960
S 3.8253 -2.6554 -0.9578
C 5.1566 -2.4922 0.2162
N 5.7390 -3.4454 0.9241
N 6.6886 -2.9762 1.7387
C 6.7268 -1.6498 1.5093
O 5.8027 -1.3362 0.6001
C 3.7595 5.2218 1.7791
O 3.1242 6.0157 0.7179
C 2.1087 6.7953 1.1272
F 1.8307 7.6332 0.0753
F 2.3872 7.6288 2.1554
F 0.9264 6.1341 1.3301
C 3.5487 2.0659 3.0178
S 3.5919 0.3730 2.3056
C 2.6425 -0.7707 3.3799
C 1.3518 -1.3112 2.6488
N 4.4081 2.8866 0.7257
C 5.7085 2.7108 1.2403
O 6.2503 3.2836 2.1056
F 6.4180 1.6922 0.6380
C 4.5592 3.4132 -0.5759
O 5.3950 4.1962 -0.8512
F 3.8556 2.9674 -1.6696
H 2.8675 3.6121 5.7149
H 3.0474 5.4393 5.6391
H 3.9217 4.3953 4.5002
H 1.7627 5.7008 3.7039
H 0.8404 4.4770 4.5623
H 0.7412 3.4493 0.9236
H 1.8555 3.9439 -0.3370
H 1.0135 1.1169 0.6465
H 2.6077 1.2859 -0.2314
H 1.3045 2.4931 -2.1402
H -0.1793 2.2768 -1.1913
H 0.4633 0.5435 -3.1634
H -0.4089 -0.0148 -1.6795
H 1.3615 -1.6425 -2.2589
H 1.7286 -0.8461 -0.7099
H 3.4985 0.6089 -1.9962
H 2.9360 -0.0948 -3.5356
H 5.1234 -0.9293 -2.0291
H 4.3115 -1.9482 -3.2764
H 7.4291 -0.9708 2.0095
H 4.8306 5.2835 1.4575
H 3.8131 5.7645 2.7481
H 4.4368 2.3184 3.6534
H 2.7295 2.0030 3.7744
H 2.3937 -0.3566 4.3846
H 3.2968 -1.6668 3.5270
H 0.9183 -2.1921 3.1836
H 1.6248 -1.6626 1.6245
H 0.6233 -0.4768 2.5554
O -1.1179 4.8186 0.5898
C -2.0911 5.2345 -0.0146
C -3.4165 4.6348 0.1293
C -4.4553 5.1097 -0.5650
O -5.6831 4.5785 -0.4493
C -4.3055 6.2592 -1.5094
O -5.2768 6.6447 -2.1331
C -2.9882 6.8748 -1.6371
C -1.9473 6.4033 -0.9404
O -0.7311 6.9542 -1.0406
H -3.5129 3.8028 0.8132
H -6.2500 5.0979 -1.0538
H -2.8968 7.7161 -2.3100
H -0.1557 6.4390 -0.4444
O 3.2857 -5.5445 0.6958
C 3.0278 -6.6191 0.1907
C 3.6299 -7.8721 0.6442
C 3.3241 -9.0260 0.0428
O 3.8597 -10.1931 0.4396
C 2.3679 -9.0799 -1.1062
O 2.1333 -10.1526 -1.6342
C 1.7484 -7.8318 -1.5443
C 2.0514 -6.6776 -0.9409
O 1.4967 -5.5147 -1.3198
H 4.3211 -7.8191 1.4740
H 3.4805 -10.8699 -0.1532
H 1.0465 -7.8867 -2.3632
H 1.8830 -4.8371 -0.7306
O -8.7374 2.0486 -1.1351
C -9.4336 2.7203 -1.8730
C -10.8929 2.7194 -1.8015
C -11.6127 3.4639 -2.6474
O -12.9538 3.4843 -2.6030
C -10.9600 4.3147 -3.6902
O -11.6562 4.9612 -4.4499
C -9.4996 4.3339 -3.7462
C -8.7806 3.5922 -2.8983
O -7.4365 3.5918 -2.9251
H -11.3527 2.0988 -1.0450
H -13.2304 4.0941 -3.3141
H -9.0390 4.9662 -4.4927
H -7.1610 2.9759 -2.2174
O -4.3770 -10.5539 1.3922
C -3.7040 -9.9415 0.5847
C -4.2736 -9.3129 -0.6050
C -3.4872 -8.6649 -1.4705
O -3.9833 -8.0763 -2.5701
C -2.0102 -8.5617 -1.2593
O -1.3318 -7.9771 -2.0841
C -1.4437 -9.1693 -0.0582
C -2.2302 -9.8145 0.8094
O -1.7376 -10.3801 1.9218
H -5.3421 -9.3964 -0.7476
H -3.2148 -7.6814 -3.0254
H -0.3774 -9.0727 0.0919
H -2.5050 -10.7808 2.3741
```

HOMO-LUMO gap   7.25 eV
Highest occupied orbital energy   -8.893 eV
Total energy   -5008.700626 a.u.
M   1117.92 g/mol

3.
ORCA calculation (ωB97M-V/def2-TZVPD) on a 16-piece molecular cluster, C17H69N2O17P overall.

Geometry as XYZ:
```
106
Properties=species:S:1:pos:R:3
C 4.6404 -0.5291 -0.2727
N 4.1002 0.6919 -0.8591
C 3.2061 1.4544 -0.0156
P 1.4053 0.9178 -0.2985
O -0.3297 0.4712 -0.6647
N -0.5916 -0.8653 -0.7884
O -0.9457 -1.1466 -1.8775
H 4.0249 -1.4004 -0.5173
H 4.7087 -0.4576 0.8220
H 5.6374 -0.7095 -0.6694
H 4.8390 1.2606 -1.2424
H 3.4560 1.3674 1.0561
H 3.2850 2.5156 -0.2769
H 1.8285 -0.2462 -0.9364
H 1.0974 0.8730 1.0610
H 1.1223 1.9962 -1.1275
C 0.1696 4.0440 2.3096
O 0.0178 3.4256 1.0362
H -0.4594 3.4921 3.0030
H 1.2039 3.9990 2.6613
H -0.1566 5.0864 2.2935
H 0.5572 3.9153 0.4084
C 7.3919 1.9145 0.8616
O 7.6550 0.7301 0.1215
H 6.3124 1.9690 0.9916
H 7.8583 1.8909 1.8495
H 7.7250 2.8104 0.3310
H 8.6037 0.6522 -0.0077
C -3.8251 -2.0567 -4.3355
O -3.9488 -0.9312 -3.4714
H -4.4251 -1.8611 -5.2234
H -2.7887 -2.2093 -4.6397
H -4.1935 -2.9709 -3.8664
H -3.4075 -1.1295 -2.7017
C -5.4461 -0.5746 -8.1308
O -5.5649 0.5416 -7.2567
H -6.0484 -0.3651 -9.0119
H -4.4094 -0.7263 -8.4404
H -5.8116 -1.4880 -7.6587
H -5.0412 0.3706 -6.4682
C -0.2693 4.3189 5.9444
O 0.4296 5.5467 6.0918
H 0.4284 3.5998 5.5205
H -0.6161 3.9495 6.9108
H -1.1239 4.4234 5.2704
H -0.1720 6.1859 6.4844
C -2.2054 4.3101 9.2913
O -1.4789 5.5300 9.3853
H -1.5191 3.5670 8.8938
H -2.5616 3.9643 10.2643
H -3.0556 4.4050 8.6109
H -2.0632 6.2037 9.7432
C -6.9667 -4.0060 -8.3904
O -5.6349 -3.9487 -8.8930
H -7.3157 -2.9831 -8.2707
H -7.6284 -4.5301 -9.0848
H -6.9955 -4.5042 -7.4181
H -5.3259 -4.8538 -8.9824
C -1.4854 -5.0585 -4.3689
O -2.6085 -4.8088 -5.2003
H -1.7688 -4.8720 -3.3370
H -1.1494 -6.0938 -4.4550
H -0.6498 -4.4000 -4.6217
H -2.3444 -4.9778 -6.1112
C 3.3415 5.8600 7.9544
O 4.5959 5.2129 8.1607
H 3.3912 6.8143 8.4756
H 3.1361 6.0466 6.8975
H 2.5161 5.2741 8.3649
H 4.5743 4.3643 7.7057
C 7.0185 4.8560 5.7941
O 5.6777 4.5861 5.4023
H 7.6240 4.0257 5.4373
H 7.3931 5.7791 5.3448
H 7.1140 4.9262 6.8799
H 5.1348 5.3144 5.7195
C -10.1446 -2.9791 -5.7525
O -10.5578 -3.6903 -6.9141
H -10.5834 -3.4737 -4.8896
H -9.0571 -2.9883 -5.6394
H -10.4938 -1.9440 -5.7773
H -10.1722 -3.2487 -7.6752
C 0.4753 -7.0946 -1.2502
O -0.0291 -5.7872 -1.4803
H 1.1151 -7.3281 -2.0984
H 1.0753 -7.1400 -0.3376
H -0.3121 -7.8506 -1.1966
H -0.5962 -5.5408 -0.7446
C 2.5868 6.9059 11.7815
O 3.9275 7.0197 11.3303
H 2.4120 7.7343 12.4646
H 1.8690 6.9756 10.9586
H 2.4146 5.9699 12.3201
H 4.1013 6.2895 10.7269
C 3.0561 -4.8113 -2.9640
O 2.8194 -3.5341 -2.3934
H 4.1303 -4.9843 -2.9409
H 2.5641 -5.6011 -2.3936
H 2.7174 -4.8617 -4.0030
H 1.8688 -3.3846 -2.3960
C -1.2164 -7.8248 -6.8725
O -0.6145 -6.5477 -7.0497
H -1.8062 -7.7705 -5.9600
H -1.8818 -8.0795 -7.7011
H -0.4681 -8.6129 -6.7601
H -0.0889 -6.5666 -7.8537
```

HOMO-LUMO gap   8.73 eV
Highest occupied orbital energy   -8.345 eV
Total energy   -2418.573597 a.u.
M   604.71 g/mol

4.
ORCA calculation (ωB97M-V/def2-TZVPD) on one molecule with the formula C4H7NO3.

Geometry as XYZ:
```
15
Properties=species:S:1:pos:R:3
C 0.4025 1.7044 0.0370
N 1.4816 1.1582 0.2889
O 1.7504 0.1798 -0.7003
C 1.4565 -1.0073 -0.1482
O 0.0873 -1.4117 -0.5741
C -0.8168 -0.9109 0.3484
C -1.5125 0.2750 -0.3335
O -0.4553 1.1710 -0.8786
H 0.1158 2.4721 0.6069
H 1.7670 -1.0219 0.9763
H 2.0487 -1.6969 -0.7677
H -1.7085 -1.5281 0.7455
H -0.3142 -0.5669 1.2224
H -2.1818 0.9392 0.4291
H -2.1206 0.2440 -1.2521
```

HOMO-LUMO gap   10.93 eV
Highest occupied orbital energy   -9.957 eV
Total energy   -436.931131 a.u.
M   117.10 g/mol
ΔE to the lowest compared entry with this formula, charge and spin   5.776 eV

5.
ORCA calculation (ωB97M-V/def2-TZVPD) on C37H41FN9OPbS4 as an isolated structure.

Geometry as XYZ:
```
94
Properties=species:S:1:pos:R:3
Pb 0.4305 0.8402 1.8201
N 0.7948 5.2219 2.9101
C 0.1052 4.1857 2.3551
S -0.5902 3.0209 3.4355
N -0.0271 4.2173 1.0454
N -0.5125 3.0529 0.5463
C -1.2335 3.1247 -0.4940
C -1.8622 1.9287 -1.0691
C -2.7608 2.0698 -2.1263
C -3.4600 0.9602 -2.5632
C -3.2273 -0.2629 -1.9541
C -2.2673 -0.3218 -0.9508
N -1.6072 0.7419 -0.5102
H 1.1432 5.0383 3.8382
H 1.4271 5.6911 2.2803
H -1.4814 4.0947 -0.9254
H -2.9119 3.0441 -2.5745
H -4.1747 1.0475 -3.3723
H -3.7646 -1.1528 -2.2514
H -2.0093 -1.2662 -0.4784
S 0.7171 -2.6301 -0.8219
C 0.8369 -1.4239 -2.0268
N 0.1488 -1.5775 -3.2268
C 0.0968 -0.4828 -4.1682
C 1.4694 0.1120 -4.2864
N 1.9127 0.5436 -2.9838
C 2.9159 1.5979 -3.0000
C 2.3528 2.9412 -3.3940
C 2.5565 3.4819 -4.6580
C 2.0007 4.7098 -5.0042
C 1.2396 5.4093 -4.0792
C 1.0448 4.8817 -2.8061
C 1.5945 3.6545 -2.4684
C 1.6691 -0.2603 -1.8745
S 2.3955 0.1525 -0.3780
C -0.7895 -2.6523 -3.4699
C -0.2816 -3.6087 -4.5247
C 0.8932 -4.3244 -4.2921
C 1.3736 -5.2095 -5.2441
C 0.6906 -5.3924 -6.4436
C -0.4728 -4.6792 -6.6851
C -0.9535 -3.7906 -5.7267
H -0.6176 0.2884 -3.8450
H -0.2231 -0.8680 -5.1389
H 1.4559 0.9703 -4.9595
H 2.1509 -0.6465 -4.7001
H 3.7186 1.3097 -3.6918
H 3.3335 1.6566 -1.9986
H 3.1650 2.9416 -5.3765
H 2.1650 5.1184 -5.9943
H 0.8081 6.3672 -4.3439
H 0.4732 5.4312 -2.0677
H 1.4563 3.2460 -1.4727
H -1.7490 -2.2325 -3.7866
H -0.9280 -3.1801 -2.5269
H 1.4142 -4.1765 -3.3510
H 2.2845 -5.7631 -5.0508
H 1.0667 -6.0869 -7.1852
H -1.0069 -4.8098 -7.6187
H -1.8662 -3.2338 -5.9158
C 0.2034 1.8815 7.2253
N 1.0069 0.7765 6.7173
C 1.7260 -0.0828 7.6394
C 0.8750 0.4299 5.4516
N 0.7430 0.1352 4.3427
H 0.8221 2.5028 7.8727
H -0.6624 1.5203 7.7881
H -0.1290 2.4899 6.3863
H 2.2333 0.5403 8.3749
H 2.4745 -0.6521 7.0939
H 1.0564 -0.7754 8.1580
S 2.8813 2.0860 2.2612
C 2.8122 2.5632 3.8712
N 2.7850 2.9123 4.9794
C 1.1173 -2.7779 2.6292
O 1.8606 -1.6531 2.2003
H 1.7519 -3.6631 2.7428
H 0.3090 -3.0176 1.9324
H 0.6801 -2.5332 3.5983
H 2.0127 -1.7150 1.2399
F -3.2251 -5.2716 5.6446
C -3.0353 -4.0760 5.0405
C -2.3180 -3.0963 5.7073
C -2.1310 -1.8768 5.0916
C -2.6621 -1.6063 3.8060
C -2.5019 -0.3495 3.2028
C -3.3719 -2.6512 3.1659
C -3.5626 -3.8735 3.7764
H -1.9191 -3.3032 6.6917
H -1.5621 -1.0989 5.5863
H -1.9852 0.4541 3.7118
H -2.9263 -0.1326 2.2301
H -3.7703 -2.4769 2.1737
H -4.1113 -4.6702 3.2919
```

Charge   -1
HOMO-LUMO gap (spin up / spin down)   6.92 / 4.80 eV
Highest occupied orbital energy (spin up / spin down)   -4.643 / -3.290 eV
Total energy   -3888.089761 a.u.
M   982.26 g/mol
ΔE to the lowest compared entry with this formula, charge and spin   0.481 eV

6.
ORCA calculation (ωB97M-V/def2-TZVPD) on C28H27FeN6OS2 as an isolated structure.

Geometry as XYZ:
```
65
Properties=species:S:1:pos:R:3
Fe 0.5718 1.1653 0.4051
S 2.6884 -0.0837 0.8794
C 3.3421 1.3150 0.0998
S 2.3030 2.6878 -0.0117
C 4.5997 1.2833 -0.5039
C 5.1337 2.4022 -1.2031
N 5.5675 3.2940 -1.7940
C 5.3805 0.0935 -0.5277
N 6.0322 -0.8597 -0.5567
N 0.6555 1.7140 2.4317
C -0.5373 1.4993 3.1515
C -0.5308 0.7071 4.2959
C -1.7120 0.4135 4.9598
C -2.9110 0.9159 4.4767
C -2.9152 1.7002 3.3321
C -1.7430 2.0114 2.6400
C -1.7735 2.8167 1.3859
C -2.6914 3.8733 1.3134
C -2.8181 4.6242 0.1603
C -2.0157 4.3120 -0.9326
C -1.0984 3.2766 -0.8469
C -0.9205 2.4873 0.3062
H 1.4840 1.2802 2.8235
H 0.8508 2.6827 2.1942
H 0.4157 0.3246 4.6611
H -1.6923 -0.2069 5.8470
H -3.8424 0.6867 4.9789
H -3.8559 2.0626 2.9365
H -3.2943 4.1226 2.1810
H -3.5171 5.4512 0.1189
H -2.0937 4.8939 -1.8453
H -0.4633 3.0818 -1.7055
O -0.9053 -0.4575 0.8406
C -0.4156 -1.6490 1.4850
C -1.2041 -2.8773 1.0577
C -1.2751 -3.1486 -0.4506
C 0.0658 -3.4958 -1.0396
C 0.4310 -4.8031 -1.3449
C 1.7083 -5.0412 -1.8314
C 2.5775 -3.9754 -1.9905
C 2.1241 -2.7034 -1.6646
N 0.8966 -2.4680 -1.2123
H -1.3074 0.1170 1.5076
H -0.5266 -1.5363 2.5669
H 0.6420 -1.7427 1.2494
H -2.2219 -2.8026 1.4525
H -0.7367 -3.7373 1.5507
H -1.6526 -2.2587 -0.9561
H -1.9856 -3.9606 -0.6245
H -0.2708 -5.6150 -1.1971
H 2.0215 -6.0494 -2.0755
H 3.5890 -4.1119 -2.3478
H 2.7759 -1.8408 -1.7463
C -1.4537 -0.8041 -4.2053
N -0.4583 -0.2587 -3.3126
C 0.8620 -0.0066 -3.6053
C 1.3991 0.5485 -2.4849
N 0.4317 0.6349 -1.5143
C -0.6658 0.1535 -2.0451
H -0.9721 -1.4783 -4.9110
H -1.9679 -0.0167 -4.7585
H -2.1848 -1.3719 -3.6317
H 1.2909 -0.2500 -4.5614
H 2.4062 0.8834 -2.3080
H -1.6167 0.0951 -1.5432
```

Charge   -1
HOMO-LUMO gap   6.59 eV
Highest occupied orbital energy   -4.278 eV
Total energy   -3547.144728 a.u.
M   583.54 g/mol
ΔE to the lowest compared entry with this formula, charge and spin   0.157 eV